(1)
Here is a molecular structure, C8H10N4O2PtSSe2 from the Open Molecules 2025 dataset. Energies are from the ωB97M-V functional and the def2-TZVPD basis.

Last column: natural (NBO) charge in e.
Positions of all 28 atoms, in Å:
Pt1 0.173 1.250 1.266  0.562
O1 0.672 -3.394 -2.578  -0.731
C1 0.737 -1.995 -2.789  -0.044
C2 0.498 -1.198 -1.491  -0.162
C3 1.659 -1.558 -0.531  -0.066
O2 1.367 -1.453 0.821  -0.761
C4 0.454 0.280 -1.931  -0.565
Se1 1.482 1.610 -0.885  -0.234
C5 -0.827 -1.643 -0.873  -0.550
Se2 -1.674 -0.425 0.455  -0.260
H1 0.755 -3.828 -3.433  0.455
H2 -0.014 -1.698 -3.535  0.152
H3 1.732 -1.721 -3.176  0.151
H4 2.537 -0.950 -0.807  0.168
H5 1.903 -2.616 -0.687  0.171
H6 1.163 -0.502 1.037  0.447
H7 -0.579 0.637 -1.933  0.228
H8 0.850 0.380 -2.946  0.183
H9 -0.688 -2.603 -0.372  0.220
H10 -1.581 -1.763 -1.657  0.189
N1 -1.120 2.687 2.130  -0.663
C6 -2.179 3.165 2.274  0.583
N2 -3.305 3.708 2.296  -0.692
C7 -4.061 4.374 3.074  0.470
N3 -4.850 4.996 3.657  -0.571
S1 2.184 1.340 2.838  -0.250
C8 1.521 1.430 4.332  0.050
N4 1.191 1.490 5.441  -0.482

Calculated values
- calculated total energy (eV) = -163288.64129
- highest occupied orbital energy (eV) = -1.46
- net charge = -2
- largest force on an atom (eV/A) = 2.120

(2)
Here is a molecular structure, C19H23AsIrN2O2S2 from the Open Molecules 2025 dataset. Energies are from the ωB97M-V functional and the def2-TZVPD basis.

Last column: natural (NBO) charge in e.
Positions of all 50 atoms, in Å:
Ir1 -1.681 -0.430 0.445  1.139
C1 2.547 -0.913 -0.472  -0.696
C2 1.074 -1.205 -0.423  0.371
N1 0.226 -0.213 -0.337  -0.272
N2 0.741 1.062 -0.376  -0.386
C3 -0.082 2.017 -0.180  -0.084
S1 -1.769 1.866 0.092  0.087
S2 0.534 3.678 -0.153  0.267
C4 0.907 3.843 -1.947  -0.532
C5 -0.346 3.709 -2.763  0.029
C6 -0.599 2.537 -3.465  -0.253
C7 -1.796 2.374 -4.151  -0.192
C8 -2.750 3.379 -4.129  -0.208
C9 -2.489 4.566 -3.453  -0.195
C10 -1.295 4.728 -2.772  -0.231
C11 0.624 -2.579 -0.436  -0.276
C12 1.560 -3.627 -0.314  -0.141
C13 1.165 -4.937 -0.205  -0.250
C14 -0.199 -5.242 -0.224  -0.133
C15 -1.131 -4.242 -0.390  -0.297
C16 -0.739 -2.907 -0.521  0.436
O1 -1.679 -1.993 -0.761  -0.734
H1 2.723 0.153 -0.521  0.273
H2 3.000 -1.387 -1.342  0.256
H3 3.027 -1.316 0.422  0.240
H4 1.641 3.081 -2.198  0.232
H5 1.355 4.833 -2.021  0.246
H6 0.149 1.751 -3.484  0.209
H7 -1.980 1.462 -4.704  0.218
H8 -3.692 3.243 -4.643  0.222
H9 -3.220 5.363 -3.455  0.223
H10 -1.091 5.650 -2.239  0.217
H11 2.615 -3.397 -0.295  0.222
H12 1.901 -5.720 -0.087  0.233
H13 -0.523 -6.269 -0.120  0.232
H14 -2.192 -4.452 -0.435  0.239
C17 0.438 -2.335 3.157  -1.002
As1 -0.139 -0.526 3.407  1.977
C18 -0.639 -0.251 5.227  -0.983
C19 1.287 0.683 2.995  -0.999
O2 -1.507 -0.194 2.485  -1.086
H15 1.292 -2.544 3.800  0.262
H16 0.706 -2.494 2.113  0.263
H17 -0.391 -2.990 3.421  0.266
H18 0.197 -0.465 5.890  0.261
H19 -1.484 -0.894 5.462  0.268
H20 -0.942 0.790 5.329  0.269
H21 2.164 0.423 3.587  0.260
H22 0.959 1.690 3.252  0.270
H23 1.523 0.643 1.932  0.262

Calculated values
- calculated total energy (eV) = -112491.35662
- highest occupied orbital energy (spin up / spin down) (eV) = -10.73 / -10.72
- net charge = +1
- largest force on an atom (eV/A) = 2.589

(3)
Here is 2 unconnected molecules or ions with the total composition C16H27FN2O10P2S from the Open Molecules 2025 dataset. Energies are from the ωB97M-V functional and the def2-TZVPD basis.

Last column: natural (NBO) charge in e.
Positions of all 59 atoms, in Å:
C1 5.557 -0.638 1.362  -0.343
C2 4.336 -0.192 1.091  -0.244
C3 3.834 0.307 -0.252  -0.294
O1 2.434 0.431 -0.066  -0.564
C4 1.592 1.259 -0.894  -0.280
C5 0.249 0.521 -1.061  -0.056
C6 0.410 -0.685 -2.028  -0.403
C7 -0.388 -1.926 -1.641  -0.424
C8 0.213 -2.763 -0.514  -0.061
O2 0.716 -3.986 -1.065  -0.737
N1 -0.302 0.124 0.238  -0.646
C9 -1.722 0.433 0.376  -0.421
P1 1.185 2.893 -0.097  2.326
O3 -0.235 3.248 -0.198  -1.104
O4 2.101 4.005 -0.786  -0.986
O5 1.674 2.762 1.405  -0.979
P2 4.442 -0.943 -1.560  1.069
C10 4.003 -0.247 -3.200  -0.988
O6 3.305 -2.101 -1.316  -0.970
S1 4.621 1.935 -0.517  2.385
O7 4.381 2.746 0.623  -0.903
O8 4.379 2.413 -1.831  -0.894
F1 6.131 1.524 -0.478  -0.472
H1 5.921 -0.598 2.382  0.215
H2 6.229 -1.036 0.613  0.216
H3 3.571 -0.189 1.862  0.229
H4 2.006 1.410 -1.890  0.233
H5 -0.441 1.226 -1.535  0.215
H6 1.466 -0.934 -2.112  0.202
H7 0.089 -0.349 -3.018  0.203
H8 -1.415 -1.664 -1.395  0.210
H9 -0.450 -2.576 -2.517  0.226
H10 -0.550 -2.977 0.241  0.160
H11 1.004 -2.202 -0.015  0.175
H12 1.110 -4.492 -0.350  0.461
H13 0.187 0.579 0.998  0.361
H14 -1.950 1.485 0.167  0.199
H15 -2.329 -0.182 -0.287  0.194
H16 -2.045 0.217 1.396  0.195
H17 1.522 4.639 -1.228  0.520
H18 2.394 2.126 1.519  0.520
H19 4.933 -0.015 -3.714  0.249
H20 3.514 -1.055 -3.749  0.253
H21 3.349 0.618 -3.215  0.241
H22 3.735 -2.959 -1.277  0.508
C11 -6.514 0.493 3.830  -0.181
C12 -5.820 1.308 2.946  -0.207
C13 -5.480 0.839 1.687  -0.213
C14 -5.850 -0.448 1.343  0.086
C15 -6.536 -1.281 2.207  -0.214
C16 -6.868 -0.799 3.463  -0.209
N2 -5.501 -0.949 -0.001  0.520
O9 -4.883 -0.200 -0.730  -0.378
O10 -5.847 -2.075 -0.294  -0.374
H23 -6.780 0.866 4.810  0.220
H24 -5.543 2.313 3.234  0.225
H25 -4.939 1.456 0.984  0.254
H26 -6.801 -2.282 1.900  0.250
H27 -7.405 -1.433 4.155  0.222

Calculated values
- calculated total energy (eV) = -72613.28427
- SMILES = C=C[C@](O[C@@H]([C@@H](CCCO)NC)P(=O)(O)O)(P(C)O)S(=O)(=O)F.O=[N+]([O-])c1ccccc1
- highest occupied orbital energy (eV) = -8.72
- largest force on an atom (eV/A) = 1.137

(4)
Here is 13 unconnected molecules or ions with the total composition C26H44Cl15N3O15 from the Open Molecules 2025 dataset. Energies are from the ωB97M-V functional and the def2-TZVPD basis.

Last column: Löwdin charge in e.
Positions of all 103 atoms, in Å:
C1 -0.482 5.266 -8.596  -0.083
C2 0.733 5.739 -7.950  -0.287
N1 1.667 6.135 -7.413  0.119
H1 -0.832 6.138 -9.158  0.073
H2 -1.161 4.977 -7.797  0.091
H3 -0.351 4.533 -9.386  0.065
C3 0.809 -0.135 -8.803  -0.059
C4 -0.166 0.882 -8.458  -0.280
N2 -0.946 1.654 -8.145  0.153
H4 1.374 -0.425 -7.919  0.088
H5 1.530 0.204 -9.547  0.078
H6 0.291 -0.993 -9.231  0.084
C5 -2.901 -0.192 -10.956  -0.045
C6 -3.981 0.712 -11.340  -0.274
N3 -4.830 1.401 -11.685  0.157
H7 -3.351 -0.996 -10.375  0.087
H8 -2.171 0.327 -10.339  0.049
H9 -2.434 -0.562 -11.867  0.077
C7 -2.577 8.527 -7.129  -0.044
O1 -3.763 7.759 -7.256  0.038
C8 -4.507 8.117 -8.275  -0.654
O2 -4.337 9.066 -8.968  0.096
O3 -5.494 7.258 -8.390  0.031
C9 -6.512 7.603 -9.351  -0.030
H10 -2.042 8.321 -6.208  0.101
H11 -2.875 9.574 -7.182  0.034
H12 -1.843 8.364 -7.923  0.087
H13 -7.304 8.101 -8.788  0.104
H14 -6.869 6.648 -9.720  0.095
H15 -6.213 8.267 -10.150  0.010
C10 -12.119 4.718 -12.456  -0.042
O4 -10.808 4.214 -12.289  0.012
C11 -9.808 4.964 -12.730  -0.632
O5 -9.949 5.929 -13.438  0.085
O6 -8.681 4.532 -12.219  0.035
C12 -7.497 5.182 -12.655  -0.033
H16 -12.289 5.530 -11.743  0.098
H17 -12.790 3.885 -12.308  0.094
H18 -12.256 5.228 -13.410  0.093
H19 -6.617 4.630 -12.361  0.080
H20 -7.434 6.213 -12.303  0.071
H21 -7.504 5.246 -13.746  0.105
C13 -3.102 4.053 -10.404  -0.037
O7 -2.775 5.437 -10.497  -0.018
C14 -3.561 6.205 -11.234  -0.628
O8 -4.599 5.873 -11.730  0.128
O9 -2.994 7.388 -11.263  0.026
C15 -3.696 8.461 -11.845  -0.090
H22 -4.182 4.010 -10.276  0.097
H23 -2.619 3.657 -9.514  0.072
H24 -2.783 3.448 -11.250  0.053
H25 -3.691 9.316 -11.178  0.071
H26 -4.742 8.222 -12.052  0.062
H27 -3.323 8.754 -12.825  0.014
C16 -3.084 3.267 -14.489  -0.056
O10 -2.850 1.904 -14.171  -0.059
C17 -2.903 1.028 -15.153  -0.692
O11 -3.157 1.282 -16.288  0.141
O12 -2.581 -0.148 -14.666  -0.014
C18 -2.569 -1.267 -15.539  -0.032
H28 -3.044 3.883 -13.594  0.070
H29 -4.031 3.474 -14.985  0.106
H30 -2.238 3.549 -15.122  0.074
H31 -3.602 -1.588 -15.710  0.102
H32 -2.084 -2.088 -15.019  0.091
H33 -2.109 -1.047 -16.499  0.097
C19 -1.979 7.306 -14.635  -0.049
O13 -0.952 6.342 -14.473  0.012
C20 0.055 6.385 -15.317  -0.656
O14 0.164 7.148 -16.234  0.100
O15 0.890 5.404 -15.046  -0.030
C21 2.023 5.254 -15.875  -0.057
H34 -2.525 7.124 -15.567  0.113
H35 -1.627 8.335 -14.633  0.024
H36 -2.701 7.096 -13.849  0.077
H37 1.723 5.132 -16.915  0.103
H38 2.695 4.447 -15.602  0.085
H39 2.617 6.171 -15.846  0.102
C22 -4.052 12.124 -14.229  -1.549
Cl1 -4.124 13.342 -15.507  0.537
Cl2 -3.381 10.628 -14.874  0.541
Cl3 -5.632 11.817 -13.516  0.525
H40 -3.388 12.519 -13.472  -0.041
C23 1.024 2.396 -13.736  -1.521
Cl4 -0.182 3.011 -12.604  0.601
Cl5 0.373 2.147 -15.345  0.633
Cl6 1.890 0.967 -13.131  0.530
H41 1.772 3.166 -13.849  -0.015
C24 -2.201 11.613 -9.551  -1.556
Cl7 -2.287 12.838 -10.794  0.558
Cl8 -3.158 11.991 -8.093  0.568
Cl9 -0.555 11.162 -9.122  0.549
H42 -2.723 10.746 -9.938  -0.036
C25 -8.883 8.960 -12.886  -1.516
Cl10 -9.387 10.232 -13.980  0.560
Cl11 -10.079 8.650 -11.609  0.542
Cl12 -7.300 9.329 -12.175  0.560
H43 -8.802 8.021 -13.420  -0.015
C26 0.345 11.009 -13.681  -1.450
Cl13 0.890 9.863 -14.921  0.579
Cl14 -0.903 10.226 -12.671  0.530
Cl15 -0.329 12.416 -14.510  0.538
H44 1.199 11.204 -13.049  0.021

Calculated values
- calculated total energy (eV) = -250693.56264
- highest occupied orbital energy (eV) = -10.87
- largest force on an atom (eV/A) = 2.070

(5)
Here is a molecular structure, C29H30AsClN3O3Ru from the Open Molecules 2025 dataset. Energies are from the ωB97M-V functional and the def2-TZVPD basis.

Last column: Löwdin spin population.
Positions of all 68 atoms, in Å:
Ru1 0.192 1.717 0.444  0.946
O1 -2.892 -0.563 4.651  0.000
C1 -3.042 -1.477 3.680  0.000
C2 -3.712 -2.666 3.988  0.000
C3 -3.902 -3.643 3.032  0.000
C4 -3.421 -3.465 1.742  0.000
C5 -2.761 -2.300 1.424  0.000
C6 -2.559 -1.294 2.373  0.000
C7 -1.805 -0.101 1.940  0.000
O2 -1.424 -0.009 0.743  0.009
N1 -1.517 0.809 2.873  -0.005
N2 -0.795 1.847 2.460  -0.003
C8 -0.297 2.684 3.326  0.007
C9 0.434 3.851 2.985  -0.003
C10 1.129 4.516 4.014  0.002
C11 1.959 5.577 3.761  -0.004
C12 2.103 6.048 2.448  0.002
C13 1.395 5.483 1.428  -0.004
C14 0.511 4.381 1.636  0.003
O3 -0.182 3.945 0.661  -0.024
H1 -2.381 0.195 4.282  0.000
H2 -4.080 -2.791 4.995  0.000
H3 -4.438 -4.547 3.282  0.000
H4 -3.564 -4.226 0.990  0.000
H5 -2.377 -2.127 0.429  0.000
H6 -0.410 2.465 4.390  0.000
H7 1.018 4.146 5.025  0.000
H8 2.520 6.043 4.557  0.000
H9 2.779 6.865 2.247  0.000
H10 1.505 5.829 0.412  0.000
Cl1 2.537 1.847 0.842  0.050
C15 -2.094 2.344 -5.699  0.000
C16 -1.629 2.219 -4.284  0.001
C17 -1.237 3.323 -3.533  0.001
C18 -0.803 3.149 -2.231  0.004
N3 -0.740 1.952 -1.656  0.031
C19 -1.131 0.885 -2.352  0.005
C20 -1.574 0.974 -3.656  0.001
H11 -2.138 3.385 -6.007  0.000
H12 -3.084 1.904 -5.810  0.000
H13 -1.419 1.808 -6.368  0.000
H14 -1.265 4.314 -3.958  0.000
H15 -0.511 3.993 -1.615  0.001
H16 -1.108 -0.065 -1.822  0.000
H17 -1.882 0.085 -4.184  0.000
C21 2.366 -0.592 -1.903  -0.001
As1 1.232 -0.843 -0.321  -0.011
C22 2.604 -1.552 0.885  -0.001
C23 0.339 -2.611 -0.788  -0.003
C24 1.278 -3.618 -1.334  0.000
C25 1.977 -4.474 -0.483  -0.001
C26 2.885 -5.390 -0.982  0.000
C27 3.114 -5.473 -2.346  -0.001
C28 2.416 -4.640 -3.204  0.000
C29 1.509 -3.723 -2.705  -0.001
H18 2.972 -1.476 -2.105  0.000
H19 3.020 0.255 -1.696  0.000
H20 1.758 -0.359 -2.777  0.000
H21 3.201 -2.298 0.361  0.000
H22 2.143 -2.010 1.762  0.000
H23 3.245 -0.737 1.216  0.000
H24 -0.461 -2.387 -1.497  0.000
H25 -0.111 -2.960 0.145  0.000
H26 1.801 -4.420 0.583  0.000
H27 3.421 -6.039 -0.304  0.000
H28 3.829 -6.182 -2.737  0.000
H29 2.586 -4.702 -4.269  0.000
H30 0.967 -3.079 -3.386  0.000

Calculated values
- calculated total energy (eV) = -117114.95781
- highest occupied orbital energy (spin up / spin down) (eV) = -7.10 / -7.11
- largest force on an atom (eV/A) = 3.401
- ⟨S²⟩ = 0.770
- ΔE to the lowest compared entry with this formula, charge and spin (eV) = 3.4061
- spin multiplicity = 2

(6)
Here is C4H6N2 in the gas phase from the Open Molecules 2025 dataset. Energies are from the ωB97M-V functional and the def2-TZVPD basis.

Last column: natural (NBO) charge in e.
Positions of all 12 atoms, in Å:
N1 0.707 -1.369 0.281  -0.789
C1 -0.096 -0.179 0.158  -0.021
C2 -0.024 0.690 -1.082  -0.388
C3 0.639 1.137 0.180  -0.398
C4 -1.457 -0.388 0.641  0.262
N2 -2.510 -0.817 0.867  -0.329
H1 1.010 -1.458 1.249  0.365
H2 0.114 -2.175 0.093  0.370
H3 -0.959 1.176 -1.347  0.228
H4 0.582 0.349 -1.913  0.234
H5 1.722 1.030 0.196  0.235
H6 0.253 1.983 0.739  0.230

Calculated values
- calculated total energy (eV) = -7224.15950
- SMILES = N#CC1(N)CC1
- highest occupied orbital energy (eV) = -10.16
- largest force on an atom (eV/A) = 1.163
- ΔE to the lowest compared entry with this formula, charge and spin (eV) = 1.4315